Formula: C5H5F3N2O
Source: the OMol25 dataset
Level of theory: wB97M-V/def2-TZVPD

Atoms and positions in Å:
1 O 1.687 -0.798 1.645
2 C 1.445 0.352 0.943
3 N 0.129 0.363 0.314
4 C -0.480 -0.617 -0.315
5 C -1.569 -0.092 -0.959
6 N -1.642 1.254 -0.660
7 C -0.555 1.484 -0.006
8 C 2.578 0.595 -0.127
9 F 2.157 0.160 -1.407
10 F 3.642 -0.167 0.099
11 F 2.878 1.874 -0.260
12 H 2.096 -1.468 0.983
13 H 1.567 1.118 1.680
14 H -0.170 -1.655 -0.085
15 H -2.442 -0.522 -1.412
16 H -0.419 2.374 0.506

As for the relative energy (zero: lowest compared OMol25 entry of this formula, charge and spin): 32.1 kJ/mol. For the HOMO-LUMO gap, the calculation gives 9.56 eV. The total energy comes out at -18445.532 eV.

Löwdin population analysis, charges in e, atoms 1 to 4: 0.032 -0.247 -0.035 -0.107